# 1
DFT (ωB97M-V/def2-TZVPD) results for a structure of composition H4O6Xe in a non-equilibrium geometry.

## Properties
Net charge: 0
F_max (eV Å⁻¹): 2.71
Orbital gap (eV): 8.74
HOMO energy (eV): -11.26
Energy (eV): -21295.8056

Last column: natural (NBO) charge in e.
Cartesian coordinates (Å):
Xe: 0.1528 0.1375 0.0594  3.37
O: 2.1143 0.1648 0.0522  -0.88
O: 0.2048 2.1004 0.0615  -0.89
O: -1.8314 0.1806 0.0610  -0.94
O: 0.2271 -1.8462 0.0663  -0.93
O: 0.1329 0.1322 1.8995  -0.84
O: 0.1253 0.1242 -1.7850  -0.87
H: 2.4128 -0.7591 0.0490  0.50
H: -0.7161 2.4067 0.0645  0.50
H: -2.1453 -0.4517 -0.6028  0.49
H: -0.6772 -2.1894 0.0743  0.49


# 2
DFT (ωB97M-V/def2-TZVPD) results for a cluster of 4 separate species, C26H35N5O3P in total in a non-equilibrium geometry.

## Properties
Net charge: +1
F_max (eV Å⁻¹): 3.90
Orbital gap (eV): 6.31
HOMO energy (eV): -10.90
Energy (eV): -50402.1952

Last column: natural (NBO) charge in e.
Cartesian coordinates (Å):
C: -2.6423 3.3199 -2.2147  -0.66
C: -3.0813 2.1609 -1.2028  -0.09
O: -1.9814 1.4897 -0.5171  -0.80
P: -1.3551 2.3995 0.7680  2.28
O: -1.7323 3.8881 0.7501  -1.08
C: 0.5492 2.2208 0.6436  -0.77
C: 0.9323 2.5360 -0.8813  -0.48
C: 1.7102 1.3876 -1.6502  0.08
C: 2.1718 0.0337 -1.0867  -0.22
C: 2.9450 -0.9802 -1.9876  0.07
N: 3.2612 -0.6616 -3.3470  -0.47
C: 2.8544 0.5858 -3.9623  -0.01
C: 2.0504 1.6665 -3.1693  0.18
N: 1.6517 2.8879 -3.8714  -0.78
O: -1.7463 1.7351 2.3131  -0.79
C: -1.1850 2.5480 3.3777  -0.09
C: -0.1701 1.7572 4.3428  -0.65
H: -3.5000 3.4652 -2.9758  0.24
H: -2.5774 4.3278 -1.6539  0.26
H: -1.6992 3.1015 -2.8163  0.19
H: -3.5938 1.3486 -1.8464  0.21
H: -3.8723 2.4938 -0.4480  0.21
H: 1.0059 3.0204 1.3124  0.28
H: 0.8869 1.2075 1.0366  0.24
H: -0.0074 2.8569 -1.4713  0.26
H: 1.6245 3.4597 -0.8702  0.27
H: 1.9437 -0.2531 -0.0141  0.27
H: 3.2776 -1.9815 -1.5540  0.27
H: 3.7935 -1.3148 -3.9461  0.46
H: 3.1294 0.7847 -5.0458  0.26
H: 0.7700 3.2777 -3.4900  0.40
H: 1.4170 2.5751 -4.8362  0.39
H: -2.0477 2.9078 4.0440  0.21
H: -0.6373 3.4878 3.0278  0.20
H: -0.5089 0.7059 4.6202  0.23
H: 0.8895 1.7022 3.8806  0.20
H: -0.0257 2.3519 5.3232  0.23
N: -2.4045 -3.6461 2.6901  -0.42
C: -1.9252 -2.6244 1.9634  0.02
C: -2.4701 -1.3507 1.9689  -0.25
C: -3.5787 -1.1145 2.7685  -0.17
C: -4.0966 -2.1527 3.5290  -0.26
C: -3.4770 -3.3902 3.4565  0.03
H: -1.0596 -2.8591 1.3518  0.19
H: -2.0396 -0.5641 1.3636  0.21
H: -4.0344 -0.1307 2.7988  0.22
H: -4.9611 -2.0043 4.1638  0.23
H: -3.8430 -4.2326 4.0350  0.20
N: 6.3594 0.5326 -0.4840  -0.43
C: 7.2778 1.0611 0.3404  0.04
C: 7.5049 2.4217 0.4705  -0.25
C: 6.7433 3.2902 -0.2969  -0.16
C: 5.7875 2.7703 -1.1586  -0.26
C: 5.6343 1.3944 -1.2137  0.02
H: 7.8501 0.3416 0.9166  0.20
H: 8.2583 2.7925 1.1539  0.23
H: 6.8922 4.3619 -0.2244  0.23
H: 5.1753 3.4195 -1.7728  0.22
H: 4.8952 0.9395 -1.8655  0.16
N: -4.1673 -5.1008 -1.7757  -0.42
C: -4.0375 -4.7118 -0.4971  0.02
C: -3.8115 -5.5835 0.5557  -0.26
C: -3.7173 -6.9392 0.2762  -0.17
C: -3.8496 -7.3696 -1.0364  -0.26
C: -4.0703 -6.4175 -2.0189  0.03
H: -4.1221 -3.6427 -0.3284  0.19
H: -3.7124 -5.2129 1.5658  0.23
H: -3.5422 -7.6534 1.0733  0.22
H: -3.7822 -8.4200 -1.2907  0.22
H: -4.1768 -6.7041 -3.0603  0.19


# 3
DFT (ωB97M-V/def2-TZVPD) results for a structure of composition C42H33CdN17O3 in a non-equilibrium geometry.

## Properties
Net charge: 0
F_max (eV Å⁻¹): 1.78
ΔE to the lowest compared entry with this formula, charge and spin (kcal per mole): 26.9
Orbital gap (eV): 7.19
HOMO energy (eV): -7.75
Energy (eV): -80127.4559

Last column: Mulliken charge in e.
Cartesian coordinates (Å):
Cd: 0.1379 -0.0859 -0.1684  3.57
C: -3.5943 2.3777 0.7935  -0.80
C: -3.2213 2.9763 1.9968  -0.53
C: -2.2231 2.3918 2.7358  -0.47
C: -1.5872 1.2183 2.2643  0.26
N: -1.9145 0.6877 1.0680  -0.17
C: -2.9015 1.2556 0.3846  -0.14
N: -0.7105 0.6480 3.1188  -0.44
C: 0.0931 -0.3349 2.8505  -0.35
N: 0.3675 -0.9409 1.6755  0.05
C: 1.3093 -1.9179 1.8711  -0.21
N: 1.7251 -2.7714 1.0097  -0.55
C: 1.1071 -3.0599 -0.1656  0.36
C: 1.8844 -3.4568 -1.2728  -0.60
C: 1.2581 -3.9829 -2.3777  -0.57
C: -0.1248 -4.1498 -2.3592  -0.69
C: -0.8087 -3.6900 -1.2498  -0.27
N: -0.2351 -3.1336 -0.1932  -0.27
C: 1.7564 -1.8693 3.2721  0.51
C: 2.7635 -2.5065 3.9683  -0.20
C: 2.9118 -2.2046 5.3170  -0.64
C: 2.0759 -1.2967 5.9538  -0.64
C: 1.0794 -0.6329 5.2484  -0.25
C: 0.9406 -0.9214 3.9045  0.26
H: -4.4007 2.7778 0.1982  0.49
H: -3.7158 3.8730 2.3452  0.41
H: -1.8930 2.7900 3.6820  0.48
H: -3.1526 0.7761 -0.5548  0.23
H: 2.9531 -3.3293 -1.2349  0.47
H: 1.8261 -4.2903 -3.2440  0.43
H: -0.6426 -4.6173 -3.1847  0.36
H: -1.8894 -3.7869 -1.1775  0.71
H: 3.4321 -3.1883 3.4685  0.55
H: 3.7077 -2.6737 5.8759  0.42
H: 2.2217 -1.0901 7.0059  0.40
H: 0.4410 0.0979 5.7203  0.57
C: 0.2179 4.9253 -2.9993  -1.30
N: 0.1426 3.9807 -1.9156  1.13
C: 0.1487 2.6428 -1.9356  -1.36
N: -0.1539 2.1814 -0.7403  0.50
C: -0.3419 3.2935 -0.0007  -1.30
N: -0.1731 4.3980 -0.6834  -1.11
C: -1.1779 5.4398 -3.2719  0.86
C: -1.4830 6.7917 -3.2010  -0.75
C: -2.7924 7.2263 -3.3537  -0.77
C: -3.8107 6.3201 -3.5738  -0.92
C: -3.5092 4.9597 -3.6638  -0.19
C: -2.1919 4.5294 -3.5236  0.04
C: -4.5576 3.9873 -3.8659  0.70
N: -5.8258 4.2086 -4.0633  -0.53
N: -6.4282 3.0217 -4.1738  -0.50
C: -5.5128 2.1043 -4.0402  0.63
O: -4.2906 2.6565 -3.8412  -0.21
C: -5.6974 0.6734 -4.0874  -0.31
C: -6.9634 0.1469 -4.3395  -1.01
C: -7.1292 -1.2243 -4.3822  -0.65
C: -6.0493 -2.0703 -4.1798  -0.98
C: -4.7819 -1.5517 -3.9326  0.99
C: -3.6180 -2.4962 -3.7192  -1.48
N: -2.4472 -1.8117 -3.2591  1.47
C: -2.2008 -1.3378 -2.0314  -1.53
N: -1.0736 -0.6581 -2.0412  0.41
C: -0.6507 -0.7531 -3.3222  -1.05
N: -1.4630 -1.4413 -4.0813  -0.96
C: -4.6121 -0.1791 -3.8895  0.06
H: 0.6297 4.4138 -3.8710  0.29
H: 0.8781 5.7461 -2.7084  0.37
H: 0.4074 2.0337 -2.7771  0.64
H: -0.5918 3.2907 1.0426  0.83
H: -0.6994 7.5110 -3.0204  0.41
H: -3.0192 8.2801 -3.2839  0.39
H: -4.8386 6.6336 -3.6674  0.54
H: -1.9696 3.4746 -3.5992  0.70
H: -7.7846 0.8289 -4.4945  0.55
H: -8.1072 -1.6380 -4.5797  0.40
H: -6.1921 -3.1406 -4.2139  0.48
H: -3.3617 -2.9909 -4.6600  0.43
H: -3.8958 -3.2593 -2.9857  0.42
H: -2.8308 -1.4942 -1.1764  0.53
H: 0.2652 -0.3273 -3.6786  0.65
H: -3.6412 0.2553 -3.7064  0.85
N: 1.9427 5.4056 1.2405  -0.49
C: 2.0970 4.1274 1.6919  0.42
C: 2.3667 3.0568 0.8195  -0.40
N: 2.5164 1.8255 1.2597  -0.25
C: 2.4697 1.6400 2.5783  -0.65
C: 2.2183 2.6922 3.4428  -0.44
N: 2.0087 3.9258 3.0071  -0.67
H: 1.5808 5.5210 0.3075  0.25
H: 1.5722 6.0418 1.9290  0.29
H: 2.4896 3.2200 -0.2433  0.57
H: 2.6578 0.6346 2.9213  0.92
H: 2.1692 2.5541 4.5139  0.44
O: 3.7610 -0.3684 -1.9503  -0.58
N: 2.8413 -0.5284 -1.1579  0.24
O: 1.7069 0.0018 -1.5215  -0.78


# 4
DFT (ωB97M-V/def2-TZVPD) results for the ion C4H9OS with charge +1 in a non-equilibrium geometry.

## Properties
Net charge: +1
F_max (eV Å⁻¹): 12.42
ΔE to the lowest compared entry with this formula, charge and spin (kcal per mole): 0.0
Multiplicity: 3
Orbital gap (spin up / spin down) (eV): 7.47 / 8.42
HOMO energy (spin up / spin down) (eV): -10.99 / -16.27
Energy (eV): -17161.7290

Last column: natural (NBO) charge in e.
Cartesian coordinates (Å):
C: -2.4200 -0.2911 0.0505  -0.36
C: -1.1551 -0.6330 0.1884  -0.29
C: 1.1972 -0.0177 -1.5824  -0.84
C: 1.1657 0.2465 1.3838  -0.83
O: -0.4675 1.6551 -0.5571  -0.85
S: 0.1968 0.4329 -0.1804  1.75
H: -3.2323 -0.9652 0.4056  0.23
H: -2.6914 0.7868 -0.1463  0.23
H: -0.8966 -1.7450 0.7087  0.24
H: 1.4418 -1.1072 -1.7957  0.30
H: 2.0659 0.6548 -1.2798  0.27
H: 0.7390 0.5696 -2.3424  0.29
H: 0.6243 -0.0667 2.2805  0.29
H: 1.6522 1.1822 1.5426  0.28
H: 1.7799 -0.7019 1.3241  0.28


# 5
DFT (ωB97M-V/def2-TZVPD) results for an isolated molecule of C18H24N2O4S.

## Properties
Net charge: 0
F_max (eV Å⁻¹): 0.86
ΔE to the lowest compared entry with this formula, charge and spin (kcal per mole): 26.0
Orbital gap (eV): 8.85
Structure (SMILES): CCOCCc1c(O)nc(SCCOc2ccc(C)c(C)c2)[nH]c1=O
HOMO energy (eV): -8.39
Energy (eV): -41061.6627

Last column: natural (NBO) charge in e.
Cartesian coordinates (Å):
C: -7.0295 -1.1475 2.0175  -0.62
C: -6.8173 -0.2651 0.7975  -0.08
O: -5.8044 0.6778 1.1052  -0.54
C: -5.6426 1.7021 0.1620  -0.05
C: -5.0401 1.2479 -1.1832  -0.46
C: -3.7750 0.4760 -0.9656  -0.26
C: -2.6056 1.0781 -0.5868  0.55
O: -2.5170 2.4088 -0.4563  -0.65
N: -1.4545 0.3998 -0.3343  -0.60
C: -1.4805 -0.8883 -0.4383  0.33
S: -0.0396 -1.8194 -0.0971  0.27
C: 1.1274 -0.4969 0.3288  -0.55
C: 1.6383 0.2224 -0.9203  -0.08
O: 2.5955 1.1968 -0.5983  -0.49
C: 3.8815 0.8146 -0.3084  0.29
C: 4.7445 1.8464 0.0503  -0.26
C: 6.0629 1.5710 0.3460  -0.17
C: 6.5618 0.2757 0.2968  -0.06
C: 7.9978 0.0007 0.6238  -0.63
C: 5.6989 -0.7599 -0.0633  0.01
C: 6.1931 -2.1729 -0.1300  -0.63
C: 4.3700 -0.4835 -0.3606  -0.27
N: -2.5759 -1.5764 -0.8027  -0.59
C: -3.8079 -0.9550 -1.0997  0.65
O: -4.7459 -1.6455 -1.4404  -0.63
H: -7.8041 -1.8811 1.8128  0.21
H: -6.1052 -1.6640 2.2605  0.21
H: -7.3227 -0.5426 2.8716  0.21
H: -6.5230 -0.8821 -0.0608  0.19
H: -7.7481 0.2667 0.5438  0.15
H: -4.9632 2.4164 0.6340  0.19
H: -6.6058 2.1997 -0.0338  0.16
H: -5.7449 0.6088 -1.7157  0.24
H: -4.8393 2.1414 -1.7758  0.23
H: -1.6122 2.6288 -0.1923  0.50
H: 1.9430 -0.9805 0.8658  0.24
H: 0.6101 0.1974 0.9886  0.25
H: 0.8118 0.7694 -1.3819  0.21
H: 2.0279 -0.5018 -1.6467  0.18
H: 4.3607 2.8532 0.0862  0.22
H: 6.7213 2.3820 0.6215  0.21
H: 8.5150 0.9211 0.8819  0.22
H: 8.5059 -0.4550 -0.2256  0.21
H: 8.0770 -0.6882 1.4644  0.21
H: 5.3966 -2.8516 -0.4240  0.21
H: 6.5780 -2.4896 0.8389  0.22
H: 7.0054 -2.2597 -0.8508  0.22
H: 3.7320 -1.3087 -0.6395  0.20
H: -2.5523 -2.5878 -0.8658  0.43


# 6
DFT (ωB97M-V/def2-TZVPD) results for an isolated molecule of C3H6N2O in a non-equilibrium geometry.

## Properties
Net charge: 0
F_max (eV Å⁻¹): 1.10
ΔE to the lowest compared entry with this formula, charge and spin (kcal per mole): 34.2
Orbital gap (eV): 11.36
Structure (SMILES): N#C[C@H](O)CN
HOMO energy (eV): -10.79
Energy (eV): -8235.2167

Last column: natural (NBO) charge in e.
Cartesian coordinates (Å):
N: 2.3849 -0.0077 -1.9776  -0.32
C: 1.7638 0.2095 -1.0262  0.25
C: 0.8981 0.5255 0.1388  -0.01
O: 1.2093 -0.2730 1.2354  -0.70
C: -0.6087 0.3643 -0.2995  -0.24
N: -1.2401 -0.6917 0.4818  -0.86
H: 1.0896 1.5770 0.3911  0.20
H: 0.3918 -0.7957 1.3907  0.50
H: -0.6497 0.1518 -1.3720  0.21
H: -1.1254 1.3131 -0.1360  0.20
H: -2.1068 -0.3866 0.9061  0.38
H: -1.4303 -1.5183 -0.0708  0.38